[1]
ORCA calculation (wB97M-V/def2-TZVPD) on a 2-piece molecular cluster, C4H11N3O2 overall in a non-equilibrium geometry.

Its highest occupied orbital energy is -9.1 eV. The maximum force is 1.94 eV/Å. The LUMO energy comes out at 0.5 eV. The energy above the lowest of the compared OMol25 structures with the same formula, charge and spin comes out at 12.5 kcal per mole. As for the calculated total energy: -473.78284 hartree.

Each line ends with the natural charge from an NBO analysis.
Atoms and positions in Å:
C1 -1.586 0.079 -1.321  -0.433
N1 -0.798 -0.123 -0.120  -0.621
C2 -1.155 -1.058 0.691  0.609
N2 -0.457 -1.145 1.861  -0.820
N3 -2.031 -2.095 0.420  -0.825
H1 -1.362 1.054 -1.774  0.208
H2 -2.672 -0.045 -1.192  0.172
H3 -1.268 -0.659 -2.061  0.186
H4 0.342 -0.558 2.029  0.432
H5 -0.687 -1.804 2.584  0.386
H6 -2.680 -1.950 -0.335  0.390
H7 -2.507 -2.573 1.170  0.389
C3 2.344 1.344 -1.012  -0.748
C4 2.269 1.633 0.475  0.796
O1 3.221 1.972 1.132  -0.599
O2 1.172 1.154 1.052  -0.746
H8 1.428 1.088 -1.526  0.219
H9 3.121 0.577 -1.031  0.249
H10 2.906 2.163 -1.469  0.237
H11 0.401 0.949 0.425  0.518

=====

[2]
ORCA calculation (wB97M-V/def2-TZVPD) on C15H16BrF7KMgNO13S as an isolated structure in a non-equilibrium geometry.

Its highest occupied orbital energy is -5.3 eV. The maximum force is 10.47 eV/Å. The LUMO energy comes out at -4.0 eV. As for the calculated total energy: -6084.51419 hartree.

Each line ends with the Löwdin charge.
Atoms and positions in Å:
O1 -5.722 2.393 2.473  -0.024
C1 -5.581 1.040 2.518  -0.254
O2 -4.972 0.410 3.699  -0.032
C2 -6.186 0.199 1.204  -0.097
C3 -5.655 0.845 -0.198  -0.081
C4 -4.324 0.163 -0.852  -0.154
O3 -3.589 1.384 -1.326  -0.059
C5 -2.757 1.862 -0.173  -0.217
O4 -2.099 3.048 -0.069  0.046
O5 -2.835 0.796 0.856  -0.014
C6 -3.130 -0.452 0.076  -0.298
C7 -3.399 -1.729 1.066  -0.094
C8 -4.306 -2.935 0.432  -0.501
O6 -4.779 -3.022 -0.812  -0.006
Br1 -4.708 -4.499 1.677  0.614
S1 -1.499 -0.991 -0.755  0.886
O7 -1.332 -0.441 -2.194  -0.470
O8 -1.401 -2.561 -0.893  -0.346
C9 0.031 -0.475 0.205  -0.260
F1 -0.173 -0.297 1.660  0.037
F2 0.459 0.847 -0.390  -0.184
C10 1.325 -1.478 0.018  -0.105
F3 1.487 -1.976 -1.399  0.000
F4 2.541 -0.610 0.247  0.023
C11 1.423 -2.684 1.123  -0.124
F5 2.277 -2.160 2.242  0.055
F6 2.152 -3.853 0.501  0.032
F7 0.125 -3.219 1.591  0.030
H1 -3.974 0.590 3.586  0.124
H2 -7.361 0.407 1.245  0.086
H3 -6.068 -0.960 1.309  0.105
H4 -5.542 2.029 -0.105  0.160
H5 -6.535 0.696 -0.992  0.153
H6 -4.510 -0.372 -1.903  0.194
H7 -3.984 -1.332 2.027  0.143
H8 -2.393 -2.199 1.496  0.139
C12 4.690 1.448 1.263  -0.988
O9 5.140 2.419 0.675  0.185
O10 3.727 1.468 2.039  0.229
O11 5.126 0.294 1.172  0.230
C13 9.861 1.901 -2.385  -0.019
C14 8.695 1.688 -1.460  -0.547
O12 8.832 1.618 -0.242  0.026
N1 7.452 1.573 -2.011  0.005
C15 7.087 1.628 -3.406  -0.085
H9 10.783 1.974 -1.800  0.084
H10 9.954 1.055 -3.070  0.082
H11 9.731 2.833 -2.942  0.083
H12 6.720 1.431 -1.325  0.122
H13 6.378 2.448 -3.538  0.082
H14 6.599 0.686 -3.665  0.080
H15 7.949 1.782 -4.057  0.074
Mg1 0.313 0.910 -2.266  0.858
K1 -3.778 -6.581 2.286  0.746
O13 -8.906 0.359 2.378  -0.561
H16 -9.359 0.606 3.164  -0.195

=====

[3]
ORCA calculation (wB97M-V/def2-TZVPD) on a 10-piece molecular cluster, C22H65NO11 overall in a non-equilibrium geometry.

Its highest occupied orbital energy is -9.7 eV. The maximum force is 3.01 eV/Å. The LUMO energy comes out at 0.7 eV. The energy above the lowest of the compared OMol25 structures with the same formula, charge and spin comes out at 0.0 kcal per mole. As for the calculated total energy: -1759.46612 hartree.

Each line ends with the Löwdin charge.
Atoms and positions in Å:
C1 1.145 -6.243 -1.245  -0.115
O1 1.195 -4.863 -1.172  -0.213
C2 2.069 -4.451 -0.187  -0.224
C3 2.113 -2.948 -0.270  -0.432
C4 2.915 -2.458 -1.466  -0.035
N1 2.567 -2.300 0.939  0.056
H1 0.853 -6.767 -0.357  0.081
H2 2.144 -6.644 -1.615  0.116
H3 0.407 -6.579 -1.976  0.092
H4 1.771 -4.814 0.817  0.138
H5 3.025 -4.859 -0.526  0.130
H6 1.093 -2.670 -0.426  0.100
H7 2.811 -3.165 -2.371  0.117
H8 3.952 -2.442 -1.164  0.073
H9 2.763 -1.452 -1.819  0.061
H10 1.943 -2.435 1.729  0.074
H11 3.450 -2.699 1.283  0.115
O2 -2.649 -0.647 2.635  -0.093
C5 -3.371 0.358 3.360  -0.227
C6 -3.186 1.729 2.705  -0.250
O3 -1.854 1.894 2.296  -0.088
H12 -2.004 -0.071 2.207  0.048
H13 -4.459 0.048 3.536  0.143
H14 -2.870 0.405 4.353  0.101
H15 -3.500 2.549 3.456  0.141
H16 -3.899 1.817 1.815  0.128
H17 -1.951 2.237 1.401  0.032
C7 1.206 6.727 1.194  -0.089
C8 0.246 5.534 1.310  -0.266
O4 0.316 4.552 0.248  -0.127
H18 2.300 6.520 1.211  0.084
H19 0.939 7.381 2.032  0.071
H20 0.963 7.234 0.274  0.063
H21 -0.776 5.974 1.273  0.124
H22 0.439 4.977 2.233  0.113
H23 1.145 4.068 0.306  0.038
C9 2.738 4.339 -2.169  -0.075
C10 2.867 2.994 -1.463  -0.301
O5 2.727 3.069 -0.042  -0.097
H24 2.913 4.207 -3.205  0.056
H25 3.407 5.095 -1.816  0.064
H26 1.684 4.704 -1.932  0.089
H27 3.864 2.602 -1.668  0.111
H28 2.136 2.327 -1.931  0.089
H29 2.670 2.197 0.377  0.054
C11 -3.953 2.404 -1.218  -0.085
C12 -2.523 2.683 -1.454  -0.268
O6 -1.873 3.015 -0.188  -0.128
H30 -4.524 3.149 -0.712  0.066
H31 -4.092 1.486 -0.611  0.084
H32 -4.420 2.334 -2.213  0.090
H33 -2.389 3.620 -1.906  0.105
H34 -2.060 1.893 -1.990  0.085
H35 -0.977 3.401 -0.335  0.064
C13 1.624 0.563 -4.654  -0.088
C14 0.275 1.240 -4.894  -0.250
O7 -0.777 0.476 -4.213  -0.084
H36 1.719 0.425 -3.579  0.052
H37 2.487 1.021 -5.142  0.078
H38 1.614 -0.487 -4.977  0.066
H39 0.001 1.158 -5.924  0.101
H40 0.390 2.283 -4.523  0.112
H41 -0.534 0.330 -3.332  0.014
C15 -1.925 -2.574 -4.312  -0.094
C16 -0.525 -3.007 -3.959  -0.289
O8 -0.252 -2.646 -2.591  -0.106
H42 -2.750 -2.828 -3.684  0.059
H43 -2.279 -2.843 -5.360  0.100
H44 -1.982 -1.503 -4.245  0.037
H45 0.195 -2.508 -4.604  0.092
H46 -0.385 -4.095 -4.084  0.112
H47 0.250 -3.341 -2.118  0.045
C17 -0.284 0.193 6.711  -0.102
C18 0.190 0.139 5.263  -0.293
O9 -0.104 -1.125 4.592  -0.100
H48 -1.393 0.090 6.795  0.074
H49 0.061 1.129 7.211  0.080
H50 0.185 -0.599 7.334  0.077
H51 1.276 0.314 5.266  0.114
H52 -0.239 0.956 4.690  0.096
H53 -1.057 -1.089 4.361  0.059
C19 -0.002 0.167 -0.415  -0.053
C20 0.685 0.283 0.930  -0.280
O10 2.094 0.428 0.724  -0.133
H54 -1.069 0.220 -0.359  0.062
H55 0.321 -0.689 -0.983  0.046
H56 0.256 1.134 -0.950  0.086
H57 0.564 -0.592 1.528  0.082
H58 0.373 1.193 1.407  0.097
H59 2.390 -0.535 0.640  0.054
C21 -2.106 -4.326 2.199  -0.088
C22 -0.974 -3.703 1.468  -0.309
O11 -0.096 -2.951 2.279  -0.070
H60 -2.514 -3.654 2.950  0.062
H61 -1.817 -5.171 2.866  0.086
H62 -3.010 -4.666 1.616  0.098
H63 -1.334 -2.980 0.708  0.129
H64 -0.396 -4.498 1.049  0.087
H65 -0.595 -2.348 2.767  0.003

=====

[4]
ORCA calculation (wB97M-V/def2-TZVPD) on a 2-piece molecular cluster, C5H7O3 overall in a non-equilibrium geometry.

Its highest occupied orbital energy (spin up / spin down) is -1.9 / -1.9 eV. The maximum force is 4.26 eV/Å. Its charge is -1. The LUMO energy (spin up / spin down) comes out at 3.8 / 3.8 eV. The energy above the lowest of the compared OMol25 structures with the same formula, charge and spin comes out at 79.8 kcal per mole. As for the calculated total energy: -420.37452 hartree.

Each line ends with the natural charge from an NBO analysis.
Atoms and positions in Å:
C1 -2.045 -0.521 0.858  0.684
C2 -0.592 1.055 -0.427  -0.338
C3 -1.666 0.078 -0.319  -0.555
C4 1.753 0.690 -0.931  0.440
C5 2.246 -0.704 -0.450  -0.771
O1 -1.401 0.097 1.931  -0.738
O2 -2.798 -1.488 0.973  -0.719
O3 2.452 1.514 -1.480  -0.654
H1 -0.612 1.713 -1.269  0.182
H2 -0.339 1.337 0.543  0.194
H3 -2.069 -0.278 -1.289  0.182
H4 1.477 -1.410 -0.609  0.225
H5 2.372 -0.865 0.647  0.215
H6 3.143 -0.930 -0.832  0.183
H7 -1.923 -0.288 2.655  0.470

=====

[5]
ORCA calculation (wB97M-V/def2-TZVPD) on C20H43N2OP3V as an isolated structure in a non-equilibrium geometry.

Its highest occupied orbital energy (spin up / spin down) is -15.3 / -15.3 eV. The maximum force is 11.07 eV/Å. Its charge is +3. The LUMO energy (spin up / spin down) comes out at -11.1 / -11.5 eV. Its spin multiplicity is 3. As for the calculated total energy: -2939.37039 hartree. The expectation value of S² is 2.0540.

Each line ends with the natural charge from an NBO analysis.
Atoms and positions in Å:
V1 0.011 0.001 0.603  0.901
P1 1.379 -0.847 2.164  1.261
P2 1.187 1.972 0.250  0.879
P3 -1.025 -2.022 0.094  0.877
H1 -1.047 2.094 -8.880  0.201
C1 -1.992 1.566 -8.779  -0.416
C2 -3.123 2.204 -8.488  -0.378
H2 -3.151 3.281 -8.340  0.205
C3 2.845 -1.762 1.514  -0.970
C4 2.237 0.248 3.386  -0.893
C5 0.751 -2.083 3.395  -0.961
C6 0.427 3.084 -1.000  -0.899
C7 1.559 3.240 1.548  -0.898
C8 2.863 1.753 -0.485  -0.889
C9 -2.320 -1.937 -1.213  -0.894
C10 -1.886 -3.096 1.331  -0.904
C11 0.100 -3.269 -0.655  -0.892
H3 -1.964 0.490 -8.927  0.195
H4 -4.067 1.676 -8.386  0.200
H5 3.516 -2.090 2.316  0.269
H6 3.383 -1.108 0.823  0.248
H7 2.507 -2.635 0.949  0.254
H8 2.810 -0.347 4.106  0.274
H9 1.493 0.837 3.930  0.200
H10 2.918 0.935 2.877  0.275
H11 1.393 -2.971 3.422  0.275
H12 -0.268 -2.386 3.152  0.243
H13 0.743 -1.629 4.390  0.250
H14 0.918 4.063 -0.974  0.276
H15 -0.639 3.195 -0.792  0.257
H16 0.528 2.645 -1.994  0.250
H17 2.555 3.667 1.384  0.279
H18 1.515 2.815 2.552  0.228
H19 0.824 4.047 1.478  0.274
H20 3.275 2.705 -0.839  0.276
H21 2.773 1.057 -1.323  0.242
H22 3.548 1.315 0.246  0.248
H23 -2.911 -2.860 -1.216  0.274
H24 -1.841 -1.805 -2.185  0.250
H25 -2.979 -1.083 -1.045  0.255
H26 -2.629 -3.724 0.828  0.283
H27 -2.390 -2.484 2.084  0.244
H28 -1.165 -3.747 1.833  0.256
H29 -0.463 -4.051 -1.177  0.277
H30 0.719 -3.719 0.126  0.249
H31 0.758 -2.754 -1.360  0.244
C12 -1.208 0.592 -2.249  0.415
C13 -0.038 0.185 -2.934  -0.258
C14 -0.009 0.104 -4.326  -0.165
C15 -1.133 0.418 -5.092  -0.008
C16 -2.298 0.822 -4.431  -0.203
C17 -2.341 0.909 -3.044  -0.136
O1 -1.316 0.709 -0.935  -0.699
H32 1.121 -0.553 -0.473  -0.107
H33 0.833 -0.071 -2.339  0.220
H34 0.910 -0.211 -4.816  0.260
H35 -1.104 0.349 -6.176  0.270
H36 -3.188 1.072 -5.006  0.271
H37 -3.248 1.229 -2.535  0.249
C18 -1.290 -0.241 5.932  -0.429
N1 0.011 0.001 5.334  -0.414
C19 1.155 0.236 6.220  -0.432
C20 0.011 0.001 3.864  0.846
N2 0.011 0.001 2.603  -0.869
H38 -1.259 -0.228 7.042  0.278
H39 -1.669 -1.235 5.612  0.230
H40 -2.005 0.542 5.601  0.241
H41 1.926 -0.548 6.086  0.233
H42 1.585 1.245 6.053  0.245
H43 0.864 0.196 7.291  0.288